Record 1
Entry from OMol25: a structure of composition C61H52I2N6OPZr (ωB97M-V with the def2-TZVPD basis set).

Highest occupied orbital energy: -10.0 eV
DFT total energy: -3743.2656 a.u.
Molar mass: 1261.13 Da
HOMO-LUMO gap: 7.739 eV
ΔE to the lowest compared entry with this formula, charge and spin: 148.9 kJ/mol
LUMO level: -2.300 eV

```
! RIJCOSX wB97M-V def2-TZVPD def2/J DEFGRID3
* xyz 1 1
Zr 0.57798 -0.75147 -0.03750
N 2.61628 -1.46822 -0.88139
C 3.90775 -0.96701 -0.47012
C 4.78185 -0.51345 -1.44529
C 6.03277 -0.03569 -1.09007
C 6.39928 -0.03234 0.24914
C 5.51362 -0.49257 1.21172
C 4.24392 -0.96565 0.88108
C 3.27004 -1.39526 1.92949
C 3.75346 -1.98824 3.09581
C 2.90470 -2.28361 4.15651
C 1.55526 -1.98526 4.05160
C 1.07797 -1.43443 2.87114
C 1.89541 -1.13774 1.78017
H 2.58740 -1.65812 -1.87926
H 2.45996 -2.37410 -0.44401
H 4.49030 -0.55594 -2.49163
H 6.71383 0.32343 -1.85177
H 7.37477 0.32990 0.54468
H 5.79827 -0.44439 2.25535
H 4.80476 -2.24127 3.17488
H 3.29970 -2.74461 5.05318
H 0.87341 -2.19232 4.86935
H 0.00857 -1.24730 2.82780
C -3.72809 2.78808 -1.89270
C -4.87607 1.81246 -1.83561
C -6.00786 2.05300 -2.61577
C -7.11977 1.22962 -2.57302
C -7.12685 0.12430 -1.73189
C -6.00844 -0.15218 -0.96813
C -4.88828 0.67603 -1.02139
N -3.78835 0.31617 -0.17563
C -2.53508 -0.01884 -0.57470
N -2.35127 -0.01417 -1.89834
C -1.20745 -0.11120 -2.73737
C 0.10616 -0.16310 -2.26512
C 1.07908 -0.09716 -3.27488
C 0.80182 -0.01449 -4.62236
C -0.52248 -0.04186 -5.03566
C -1.54500 -0.09081 -4.10752
C -2.98066 -0.10307 -4.57658
N -1.60532 -0.35589 0.32035
C -2.16953 -0.71703 1.60664
C -1.99961 0.10919 2.70810
C -2.48929 -0.26234 3.95125
C -3.17054 -1.46348 4.08412
C -3.37636 -2.26533 2.96991
C -2.89336 -1.91295 1.71192
C -3.21308 -2.76854 0.51343
H -4.10538 3.81059 -1.88594
H -3.13611 2.66517 -2.80412
H -3.05194 2.66949 -1.05108
H -6.01479 2.92829 -3.25586
H -7.98407 1.45641 -3.18376
H -7.99164 -0.52394 -1.68059
H -5.98550 -1.02329 -0.32253
H -3.99046 0.16703 0.80141
H -3.20356 0.17708 -2.40051
H 2.13110 -0.09665 -3.00508
H 1.60354 0.05052 -5.34837
H -0.76753 -0.01291 -6.09092
H -3.02041 -0.14763 -5.66296
H -3.52929 0.79639 -4.27748
H -3.53062 -0.96836 -4.19470
H -1.47258 1.04419 2.59276
H -2.33889 0.38669 4.80534
H -3.55458 -1.77045 5.04918
H -3.92256 -3.19704 3.07201
H -3.46380 -3.78124 0.82392
H -2.38041 -2.82002 -0.18528
H -4.07624 -2.36658 -0.02718
I -0.33996 -4.66140 2.44500
C -0.03192 -5.00060 0.42582
C -0.05655 -6.35918 0.03107
C 0.17809 -6.71453 -1.25726
I 0.04873 -8.73225 -1.75559
C 0.51251 -5.72125 -2.21518
C 0.83258 -6.01129 -3.56168
C 1.18560 -5.00698 -4.40705
C 1.23560 -3.69381 -3.90022
N 0.93614 -3.37849 -2.66767
C 0.55594 -4.36289 -1.81268
C 0.21777 -3.98932 -0.46598
O 0.14112 -2.68672 -0.12413
H -0.27263 -7.11242 0.77517
H 0.79874 -7.03792 -3.90255
H 1.43858 -5.20225 -5.44040
H 1.53115 -2.87624 -4.54900
N 2.38835 1.62939 -1.20372
C 2.35588 3.03722 -0.95800
C 3.13928 3.92317 -1.68509
C 3.08486 5.28162 -1.40767
C 2.23957 5.75477 -0.41329
C 1.47338 4.86382 0.32526
C 1.54392 3.49931 0.07199
P 0.82472 2.21840 1.15467
C 2.19245 2.00604 2.38095
C 1.91377 1.36805 3.59131
C 2.91068 1.13353 4.52255
C 4.21821 1.52496 4.25335
C 4.51327 2.13530 3.04601
C 3.50759 2.37267 2.11280
C -0.43688 3.20587 2.05840
C -1.64487 3.35504 1.37513
C -2.67051 4.13564 1.88154
C -2.50249 4.78458 3.09817
C -1.30515 4.65205 3.78531
C -0.27229 3.87442 3.26978
H 3.24913 1.35502 -1.65990
H 1.62860 1.38846 -1.83365
H 3.78244 3.54910 -2.47448
H 3.69375 5.97158 -1.97897
H 2.18913 6.81413 -0.19818
H 0.84775 5.23832 1.12686
H 0.90499 1.03272 3.80630
H 2.67025 0.63424 5.45324
H 5.00091 1.34479 4.98050
H 5.53068 2.43353 2.81989
H 3.76833 2.84679 1.17593
H -1.78314 2.84282 0.42897
H -3.60061 4.23067 1.33409
H -3.29978 5.39341 3.50596
H -1.16419 5.16200 4.73061
H 0.65671 3.80962 3.81757
*
```

These are the Löwdin partial charges, in e, on atoms 1 to 2: 1.702 -0.004


Record 2
Entry from OMol25: a cluster of 3 separate species, C3H5ClO3PS in total (ωB97M-V with the def2-TZVPD basis set).

Highest occupied orbital energy (alpha / beta): -3.1 / -3.1 eV
DFT total energy: -1542.8044 a.u.
Molar mass: 187.56 Da
HOMO-LUMO gap (alpha / beta): 6.367 / 6.368 eV
ΔE to the lowest compared entry with this formula, charge and spin: 150.0 kJ/mol
LUMO level (alpha / beta): 3.308 / 3.308 eV

```
! RIJCOSX wB97M-V def2-TZVPD def2/J DEFGRID3
* xyz -1 1
C 4.27810 0.23768 0.68765
C -0.63279 -1.79036 0.84971
C 1.09826 1.79861 -0.69279
O 4.60330 -0.49862 1.50829
O 4.03626 1.06251 -0.07659
O 1.21620 0.99809 0.34896
P 1.76377 -0.68883 0.24784
S 1.87734 -1.20355 -1.66983
Cl 1.73454 3.33776 -0.25960
H -1.18616 -1.48666 0.02399
H -0.73562 -2.87834 0.95717
H -0.89204 -1.24585 1.79097
H 1.70342 1.38313 -1.50743
H 0.14962 1.96191 -1.10458
*
```

These are the Löwdin partial charges, in e, on atoms 1 to 2: -0.582 -0.183


Record 3
Entry from OMol25: an isolated molecule of C3H7N3O (ωB97M-V with the def2-TZVPD basis set).

Highest occupied orbital energy: -8.7 eV
DFT total energy: -357.8823 a.u.
Molar mass: 101.11 Da
HOMO-LUMO gap: 9.413 eV
ΔE to the lowest compared entry with this formula, charge and spin: 440.0 kJ/mol
LUMO level: 0.679 eV

```
! RIJCOSX wB97M-V def2-TZVPD def2/J DEFGRID3
* xyz 0 1
C -1.48336 -0.48313 -0.99565
N -0.39164 -0.60668 -0.04711
C 0.13251 0.56504 0.74473
C 1.41793 0.38557 -0.53816
O -0.62429 1.68888 0.51737
N 0.56298 0.41409 1.96526
N 2.51909 0.00501 -0.76206
H -0.61070 2.15979 1.36187
H -0.26035 -1.49972 0.41124
H 1.02391 -0.47364 2.13304
H 3.00684 -0.83322 -1.03163
H -1.51872 0.53061 -1.39471
H -1.32746 -1.15765 -1.84313
H -2.44676 -0.69495 -0.52107
*
```

These are the Löwdin partial charges, in e, on atoms 1 to 2: -0.105 -0.079